Below is a structure of composition C5H6Br2 at a distorted geometry, with properties calculated with ωB97M-V/def2-TZVPD.

- HOMO level: -9.09 eV
- Energy relative to the best compared isomer or geometry (same formula, charge and spin): 2.032 eV
- LUMO level: 0.49 eV
- Gap between HOMO and LUMO: 0.3520 Eh

XYZ file:
```
13
C5H6Br2 ωB97M-V/def2-TZVPD
C -0.343 0.226 0.185
C -1.642 0.178 0.445
C 0.611 -0.799 -0.297
C 0.668 1.289 0.512
C 1.774 0.149 -0.599
Br 0.394 3.146 -0.091
Br 3.511 -0.223 0.116
H -2.211 0.904 0.779
H -2.241 -0.634 0.180
H 0.661 -1.648 0.477
H 0.221 -1.237 -1.317
H 1.214 1.335 1.450
H 1.812 0.489 -1.650
```

Results of the Löwdin charge analysis, in e, for atoms 1 through 4: C -0.40; C 0.09; C -0.24; C -0.55